Formula: C3H4BrNO3
Source: the Open Molecules 2025 dataset
Level of theory: the ωB97M-V functional and the def2-TZVPD basis

Last column: Mulliken charge in e.
Positions of all 12 atoms, in Å:
C: -0.774 0.367 -0.182  0.52
C: 0.069 -1.825 -0.215  -0.11
C: -0.088 1.299 0.654  -0.16
N: 1.331 -1.527 0.276  -0.39
O: -1.137 0.601 -1.311  -0.61
O: -0.864 -0.797 0.391  -0.32
O: 0.109 2.590 0.317  -0.48
Br: 1.974 0.059 -0.211  0.13
H: -0.061 -1.933 -1.275  0.32
H: -0.275 -2.848 0.223  0.23
H: 0.176 0.963 1.636  0.51
H: -0.459 3.050 -0.301  0.35

Calculated values
frontier orbital gap (alpha / beta)	8.331 / 6.603	eV
highest occupied orbital energy (alpha / beta)	-9.42 / -8.26	eV
energy above the lowest of the compared OMol25 structures with the same formula, charge and spin	433.9	kJ/mol
LUMO (alpha / beta)	-0.0399 / -0.0608	Eh